Molecular formula: C7H20NP
Method: DFT, wB97M-V/def2-TZVPD

Properties
Energy relative to the best compared isomer or geometry (same formula, charge and spin) in kJ/mol: 324.0
HOMO energy (alpha / beta) in eV: -18.8 / -17.6
Charge: +2

```
29
Properties=species:S:1:pos:R:3:forces:R:3:mulliken_charge:R:1
C -0.3695 3.1476 0.4071 -2.2 0.1 -0.2 -0.665
C 1.8917 2.1698 1.2105 -0.4 -2.3 -0.2 -0.765
C -0.2489 1.8221 2.4719 1.8 -0.5 2.0 -0.971
C -1.4638 -2.5868 0.0847 1.8 0.5 -0.4 -1.282
C 1.1851 -2.7780 -1.1478 0.6 0.2 0.9 -1.154
C -0.9135 -1.7261 -2.8074 1.6 -1.3 0.8 -1.267
C -0.0578 -0.0519 -0.4712 -0.4 -2.5 -1.0 -1.075
N 0.4038 2.2879 1.3418 1.7 3.9 -2.7 0.147
P -0.3162 -1.7602 -1.1121 0.4 -0.5 1.2 1.179
H -0.0919 4.1947 0.0432 0.8 -1.2 1.4 0.373
H -0.4642 2.6487 -0.5922 0.0 0.0 0.9 0.204
H -1.4080 3.2469 0.8850 1.4 -0.1 -1.0 0.335
H 2.3353 1.9964 0.2135 -1.3 0.2 -0.3 0.336
H 2.5116 3.0161 1.4976 -0.5 0.3 1.1 0.358
H 2.0595 1.1891 1.7043 0.7 1.1 0.3 0.344
H -1.1147 1.3030 2.2940 -2.4 -1.2 -1.0 0.537
H 0.4068 1.1756 3.0105 0.6 -0.7 0.3 0.391
H -0.5359 2.5029 3.2588 0.0 1.4 -0.1 0.384
H -2.3888 -2.0981 0.0365 -1.7 0.1 -0.4 0.414
H -1.1511 -2.4008 1.0929 0.7 0.5 0.6 0.425
H -1.4303 -3.6646 0.0627 -0.5 -0.3 -0.8 0.400
H 1.7741 -2.5815 -2.0430 -0.4 -0.4 -0.4 0.416
H 0.8862 -3.8493 -0.9933 0.4 1.0 -0.4 0.380
H 1.9128 -2.4607 -0.3710 -0.7 -0.4 0.0 0.360
H -0.1181 -1.8081 -3.5688 -0.3 1.2 0.3 0.403
H -1.7459 -1.1131 -2.8395 -1.2 2.0 -0.9 0.434
H -1.3667 -2.6622 -2.9740 -0.7 -1.7 0.2 0.465
H -0.0115 0.6499 -1.2605 0.2 0.9 -0.4 0.393
H -0.1699 0.1905 0.5657 0.0 -0.1 0.1 0.502
```
Positions in Å, forces in eV/Å.



Molecular formula: C7H21AgBF4N3O3
Method: DFT, wB97M-V/def2-TZVPD

Properties
HOMO energy in eV: -8.4

```
40
Properties=species:S:1:pos:R:3:forces:R:3:mulliken_charge:R:1
Ag 45.1570 5.7447 4.1336 -0.6 0.0 0.3 0.795
B 43.6080 6.4896 6.3497 -1.5 -0.9 0.1 0.498
F 42.6483 6.0699 7.2068 -1.5 -0.5 1.2 -0.354
F 43.1104 6.6324 5.0741 -1.1 -0.3 -2.3 -0.341
F 44.0311 7.6997 6.6703 2.1 2.6 1.3 -0.365
F 44.5422 5.4588 6.2970 1.5 -0.8 0.7 -0.399
C 49.4469 6.7605 5.1601 1.0 0.6 -1.9 -1.449
C 48.1487 6.6628 4.3547 0.3 -1.2 1.6 0.671
C 48.0984 5.4667 3.3940 -1.1 0.0 0.7 -1.235
O 46.8205 5.5533 2.6534 3.0 -0.6 -1.1 0.073
C 46.8972 4.5964 1.6077 -0.1 -0.9 -0.6 -0.721
N 47.0476 6.6378 5.3443 -0.4 0.7 -1.0 -0.485
H 49.5891 6.2467 6.1108 -0.5 -0.3 -0.3 0.372
H 49.6678 7.8177 5.3069 -0.1 0.0 0.3 0.373
H 50.1858 6.4446 4.4237 0.8 -0.2 0.4 0.362
H 48.1447 7.4766 3.6295 -0.6 0.6 0.6 0.216
H 48.1339 4.4925 3.8815 -0.3 -0.1 0.4 0.440
H 48.9792 5.4554 2.7519 -0.2 0.5 -0.5 0.456
H 47.7708 4.6493 0.9579 0.4 0.8 0.1 0.351
H 46.0557 4.6230 0.9154 -0.3 0.3 0.5 0.211
H 46.9797 3.5793 1.9908 -0.4 -0.1 0.4 0.100
H 47.2046 5.9900 6.1032 0.2 -0.6 -0.3 0.233
H 47.0244 7.5129 5.8481 -0.4 0.5 -0.3 0.219
C 42.5668 5.2886 2.1864 -0.4 0.4 -0.5 -0.885
C 43.4324 6.2551 1.4064 0.1 -1.6 -1.0 -0.105
O 44.3267 6.9103 2.2212 1.1 1.5 1.0 -0.513
H 41.8705 5.8725 2.7884 -0.2 -0.4 0.1 0.252
H 43.1081 4.5889 2.8232 0.4 0.3 0.1 0.068
H 42.0829 4.6534 1.4445 -0.6 0.1 0.1 0.435
H 42.9005 6.9720 0.7809 -0.5 -0.1 0.1 0.304
H 44.0829 5.6802 0.7472 -0.4 -0.4 -0.7 0.137
H 45.1194 6.9990 1.6870 0.3 0.4 0.4 0.286
C 44.7613 1.9566 4.2057 -2.0 3.3 0.3 0.511
O 44.8622 3.1994 4.2234 0.2 -1.4 -0.4 -0.452
N 45.6663 1.1347 3.7900 4.0 -0.9 -1.2 -0.388
N 43.6497 1.2997 4.5145 -2.2 -0.5 0.8 -0.446
H 45.5403 0.1349 3.7217 0.2 0.5 -0.2 0.156
H 46.4785 1.6461 3.4756 0.4 -0.9 0.0 0.221
H 42.7933 1.8333 4.5599 0.2 -0.3 0.6 0.234
H 43.7670 0.3765 4.9071 -0.7 0.3 -0.1 0.163
```
Positions in Å, forces in eV/Å.



Molecular formula: C7H21AlBBe3ClF5O9PSi2
Method: DFT, wB97M-V/def2-TZVPD

Properties
HOMO energy in eV: -13.8
Charge: +2

```
51
Properties=species:S:1:pos:R:3:forces:R:3:mulliken_charge:R:1
C 0.7120 -1.9521 -4.2871 0.2 3.6 -0.8 -0.786
O 1.9039 -1.4650 -3.7629 0.6 -1.6 -0.1 -0.154
B 2.3464 -2.3498 -2.7023 0.0 -0.4 -0.3 0.925
O 3.5539 -2.9482 -2.8620 -0.7 -0.4 -0.1 -0.620
Si 1.0348 -2.4961 -1.1997 0.1 -0.1 -0.4 0.609
O 1.7032 -1.6886 0.2183 -0.7 2.0 1.0 -0.237
Si 0.3760 -1.5308 1.3006 0.6 -0.7 1.7 0.586
F -0.7315 -2.5311 0.8756 -0.5 -0.6 -0.5 -0.177
F -0.2246 -0.0909 1.0470 0.2 0.7 -0.5 -0.203
C 0.8532 -1.7012 3.0814 -0.2 -0.2 -0.8 -0.287
C 0.8360 -3.1383 3.6046 0.5 0.2 1.7 0.186
C 0.8523 -3.0995 5.1341 -0.3 -0.4 -0.6 -1.358
F -0.3090 -3.8034 3.2358 -0.4 0.1 -0.6 -0.313
H 0.6590 -1.6757 -5.3214 -0.1 0.0 -0.3 0.481
H 0.6672 -3.2032 -4.2257 -0.8 -1.5 -1.1 0.226
H -0.1764 -1.4716 -3.7485 -0.3 0.0 -0.2 0.451
H 3.3969 -3.8482 -3.1935 0.7 -0.3 0.1 0.338
H 0.6476 -3.8923 -0.9334 0.4 0.1 0.6 -0.334
H -0.1432 -1.6649 -1.5085 0.0 -0.1 0.0 -0.124
H 1.8479 -1.2829 3.2366 0.1 0.2 0.2 0.457
H 0.1310 -1.0776 3.6885 0.7 -0.7 -0.5 -0.183
H 1.6899 -3.7219 3.2739 0.1 0.0 -0.4 0.351
H 0.3771 -4.0184 5.4523 0.1 -0.2 0.3 0.373
H 1.8563 -3.0511 5.5312 0.2 0.2 0.1 0.377
H 0.2345 -2.2839 5.4862 0.0 0.2 0.3 0.352
Be -1.1780 -4.6622 -1.5315 -0.5 -0.3 -0.4 0.317
Cl 0.4853 -4.1813 -5.6583 0.4 0.7 1.5 -0.087
O 0.7261 2.3963 0.0344 0.0 0.1 -1.6 -0.140
H 0.4141 1.9964 0.8774 -1.4 -0.1 0.0 0.314
F -0.0332 0.1920 -4.2541 0.2 -1.4 0.7 -0.545
Be 2.2928 0.3744 0.5316 -0.8 3.6 -0.1 1.122
F 2.0087 2.0681 1.7486 0.7 -4.0 -1.2 -0.605
O 0.1627 2.4194 -1.4545 -3.3 -1.6 3.1 -0.082
P 1.5899 2.9381 -1.6665 3.4 -0.5 -1.6 0.977
O 1.8290 4.0982 -0.7164 0.4 1.7 -0.5 -0.205
O 1.7258 3.4451 -3.0729 0.2 0.7 0.6 -0.481
O 2.5967 1.7955 -1.3889 0.6 -2.8 0.2 -0.479
Be -0.8015 0.5682 3.7231 -0.5 1.1 0.3 0.319
C -2.0576 3.7478 0.8218 0.3 0.1 0.1 -0.721
C -3.2294 4.4125 0.1001 -0.3 -0.6 0.1 0.231
C -4.5628 3.8378 0.5745 0.0 0.1 0.0 -1.255
O -3.0938 4.2212 -1.2953 0.2 0.2 -0.1 -0.505
H -2.0354 2.6715 0.6179 -0.2 -0.1 0.0 0.013
H -1.1131 4.1604 0.4665 -0.1 0.1 0.0 0.161
H -2.1238 3.8977 1.9004 0.0 0.0 0.0 0.440
H -3.2078 5.4867 0.2759 0.1 0.0 -0.1 0.356
H -4.6199 2.7660 0.3648 0.1 0.0 0.0 0.315
H -5.3875 4.3129 0.0462 0.0 0.1 0.0 0.348
H -4.6959 3.9914 1.6454 0.0 0.0 0.0 0.356
H -3.1099 3.2737 -1.4747 -0.1 0.0 0.0 0.356
Al 3.3238 -0.2410 -2.6367 0.3 2.6 0.2 0.543
```
Positions in Å, forces in eV/Å.



Molecular formula: C7H21B12Br6F4O2PdS
Method: DFT, wB97M-V/def2-TZVPD

Properties
HOMO energy in eV: -6.8
Charge: -1

```
54
Properties=species:S:1:pos:R:3:forces:R:3:mulliken_charge:R:1
Pd 0.1296 0.7550 -0.0123 0.2 0.1 0.1 1.065
Br -0.0445 0.3814 3.1733 0.0 0.0 0.1 -0.390
B -1.6737 -0.6963 3.0984 0.0 0.2 -0.1 0.488
B -2.0528 -1.8967 4.3338 0.0 -0.1 0.1 0.806
C -3.0021 -3.0399 3.5236 0.0 0.1 0.0 -0.582
B -1.6737 -2.4091 2.6825 0.1 -0.1 0.0 0.738
B -3.2074 -2.7747 1.8666 0.0 -0.2 -0.1 0.505
B -4.5231 -2.4826 3.0040 -0.1 -0.1 0.1 0.768
B -3.8147 -1.9500 4.5315 0.0 0.0 0.1 0.843
B -3.0048 -0.4086 4.2612 0.1 0.0 -0.1 -0.131
Br -2.8537 0.9316 5.6636 0.0 0.0 0.0 -0.410
B -4.5375 -0.7663 3.4289 0.0 -0.1 0.0 -0.140
Br -6.2017 0.1279 3.8905 0.0 0.1 0.0 -0.425
B -4.1646 -1.2818 1.7598 0.0 -0.1 0.0 -0.117
Br -5.3793 -0.9941 0.2694 0.0 0.1 0.0 -0.406
B -2.3983 -1.2532 1.5588 0.1 0.2 0.2 0.489
Br -1.5818 -1.0008 -0.2305 -0.4 -0.2 -0.1 -0.380
B -3.2206 0.0263 2.5290 0.2 -0.1 0.1 -0.968
Br -3.3101 1.8807 2.0090 -0.1 0.1 -0.2 -0.256
H -1.3570 -2.2165 5.2350 0.0 0.0 -0.1 -0.330
H -2.9342 -4.0651 3.8506 0.0 0.0 0.0 0.608
H -0.7176 -3.0759 2.4796 0.0 0.1 0.0 -0.341
H -3.2797 -3.6927 1.1227 0.0 0.1 0.0 -0.312
H -5.4622 -3.1998 3.0104 0.0 0.0 0.0 -0.328
H -4.2869 -2.3081 5.5538 0.0 0.0 0.0 -0.326
C 3.7057 -0.1186 -0.8449 0.1 0.1 0.1 -0.979
S 2.3285 -1.2084 -0.5947 -0.7 0.0 0.2 0.771
C 3.2082 -2.6167 0.0309 0.1 0.0 0.2 -1.180
O 1.6033 -0.6365 0.6570 0.4 0.0 -0.6 -0.675
H 4.3470 -0.5417 -1.6150 0.0 0.0 0.0 0.447
H 4.2136 0.0141 0.1112 0.0 0.0 0.0 0.450
H 3.2936 0.8186 -1.2144 0.0 0.0 0.0 0.109
H 3.7276 -3.0754 -0.8104 0.0 0.0 0.0 0.404
H 2.4558 -3.3016 0.4182 0.0 0.0 0.0 0.343
H 3.8989 -2.3174 0.8192 0.0 -0.1 0.0 0.343
F 0.9879 0.3204 -2.6042 0.0 0.1 0.1 -0.161
B 1.3720 -0.5954 -3.6394 -0.1 -0.1 0.0 0.257
F 0.6607 -1.7865 -3.4751 0.1 0.0 0.0 -0.394
F 2.7622 -0.8437 -3.4680 0.1 0.0 -0.1 -0.404
F 1.1278 -0.0155 -4.8756 0.1 0.0 0.0 -0.357
C -1.1791 4.4603 -0.5595 -0.2 0.0 0.1 -1.860
C -0.2714 3.2517 -0.6930 0.0 -0.2 0.0 1.987
C 0.5103 3.3167 -2.0078 0.0 0.0 0.0 -1.315
C 0.7038 3.1966 0.5026 -0.2 -0.1 -0.1 -1.714
O -1.0751 2.0826 -0.6364 0.2 0.2 0.0 -0.826
H -0.5842 5.3757 -0.5210 0.0 0.0 0.0 0.393
H -1.7823 4.3846 0.3471 0.0 0.0 0.0 0.319
H -1.8531 4.5164 -1.4160 0.0 0.0 0.0 0.420
H 0.9319 4.3137 -2.1614 0.0 0.0 0.0 0.460
H -0.1598 3.0803 -2.8339 0.0 0.0 0.0 0.350
H 1.3184 2.5854 -2.0437 0.0 0.0 0.0 0.082
H 1.4723 3.9657 0.4177 0.0 0.0 0.0 0.397
H 1.2896 2.2437 0.5365 0.3 0.1 0.1 0.468
H 0.1703 3.2878 1.4473 0.0 0.0 0.0 0.401
```
Positions in Å, forces in eV/Å.



Molecular formula: C7H21BF4OP2Sc
Method: DFT, wB97M-V/def2-TZVPD

Properties
Energy relative to the best compared isomer or geometry (same formula, charge and spin) in kJ/mol: 59.0
HOMO energy in eV: -12.5
Charge: +1

```
37
Properties=species:S:1:pos:R:3:forces:R:3:mulliken_charge:R:1
Sc 0.3674 -0.3107 -0.1052 -1.1 0.8 -0.2 -0.334
H 0.4740 -1.9588 -2.9217 0.3 0.5 -0.1 -0.002
H 0.9115 -1.3689 -3.1305 -0.3 -0.4 0.2 0.006
P -1.0075 -2.2019 0.8242 0.5 0.6 0.0 1.160
P 1.8440 1.6799 -0.5377 -0.3 -0.5 0.4 1.170
C 1.0131 3.1944 -0.9694 0.2 0.7 -0.2 -1.211
H 1.7849 3.9664 -1.0368 -0.3 0.2 -0.1 0.438
H 0.5067 3.0930 -1.9306 0.1 0.0 0.0 0.359
H 0.2664 3.4810 -0.2261 0.1 -0.1 0.0 0.296
C 2.8332 2.0129 0.9211 0.4 0.3 0.1 -1.227
H 3.4125 1.1273 1.1982 -0.1 0.2 -0.1 0.361
H 3.4958 2.8390 0.6546 0.2 0.0 0.4 0.414
H 2.2002 2.2966 1.7684 0.1 0.0 -0.2 0.349
C 2.9633 1.2671 -1.8645 0.5 0.4 -0.2 -1.252
H 2.4112 1.1648 -2.8009 0.1 0.1 0.0 0.332
H 3.6740 2.0923 -1.9277 0.3 -0.2 -0.4 0.397
H 3.4801 0.3284 -1.6572 0.0 0.1 0.0 0.372
C -0.6279 -2.4117 2.5657 -0.1 -0.3 0.3 -1.231
H -1.1770 -3.2980 2.8906 0.1 0.0 0.4 0.415
H 0.4479 -2.5524 2.7100 -0.2 0.0 -0.1 0.356
H -0.9472 -1.5387 3.1448 0.0 -0.2 -0.1 0.348
C -2.7745 -2.0516 0.6819 -0.6 -0.4 0.1 -1.200
H -3.0719 -2.0419 -0.3677 0.0 -0.1 0.0 0.359
H -3.2032 -2.9234 1.1825 -0.4 0.1 -0.1 0.426
H -3.1426 -1.1342 1.1452 0.1 -0.1 0.0 0.308
C -0.5053 -3.6972 -0.0128 -0.2 -0.6 0.1 -1.237
H 0.5799 -3.8153 0.0245 -0.1 0.0 0.1 0.368
H -1.0007 -4.5171 0.5079 0.2 -0.4 -0.3 0.395
H -0.8186 -3.6625 -1.0585 -0.1 -0.1 0.1 0.334
C -1.3703 0.5828 -1.2079 -2.2 0.1 -4.3 0.360
O -2.2768 1.0929 -1.6966 1.9 -1.1 0.9 -0.248
H 1.7133 -1.0766 0.6279 1.1 -0.6 0.5 0.014
F -1.0347 0.9719 0.5218 0.9 -0.2 1.4 -0.439
B -2.8927 2.3641 0.5254 -0.1 -0.5 -2.5 0.756
F -2.3408 2.4158 1.6729 -0.2 1.0 2.3 -0.174
F -2.4017 3.2497 -0.4232 -1.6 -1.4 1.5 -0.277
F -3.7859 1.3410 0.3075 0.9 2.1 0.0 -0.262
```
Positions in Å, forces in eV/Å.



Molecular formula: C7H21NO2
Method: DFT, wB97M-V/def2-TZVPD

Properties
Energy relative to the best compared isomer or geometry (same formula, charge and spin) in kJ/mol: 148.5
HOMO energy in eV: -9.0
SMILES: CC(C)CCN(C)C.O.O

```
31
Properties=species:S:1:pos:R:3:forces:R:3:mulliken_charge:R:1
C 2.0195 -0.0954 0.9930 -0.5 1.1 -0.4 -1.897
C 1.4328 -1.2293 0.1765 -1.7 1.5 -1.9 0.737
C 2.5138 -1.8291 -0.6808 1.2 -1.5 1.9 -1.756
C 0.3455 -0.6333 -0.8213 0.1 0.5 0.5 -0.813
C -0.9486 -0.1095 -0.1550 0.0 -1.5 1.3 -0.952
N -1.0264 1.2207 0.4364 -1.6 1.5 -0.7 0.088
C -0.8888 2.3124 -0.5530 1.1 -1.1 -0.1 -0.932
C -2.4026 1.3821 1.0057 -0.3 1.5 2.1 -1.100
H 1.2523 0.5964 1.3564 -0.1 -0.5 0.4 0.570
H 2.6670 -0.4323 1.8088 0.3 0.3 -0.6 0.406
H 2.4961 0.5872 0.2902 0.9 -0.3 0.0 0.438
H 0.8920 -1.9580 0.7958 0.4 -0.2 -0.3 0.442
H 3.1975 -1.1133 -1.0946 0.1 0.7 -0.3 0.340
H 2.2092 -2.5003 -1.4555 -0.5 -0.4 -0.4 0.436
H 3.1304 -2.4178 0.0346 0.0 0.1 -0.6 0.413
H 0.0178 -1.4244 -1.5326 0.3 0.5 0.4 0.383
H 0.8244 0.1887 -1.4023 -0.1 -0.6 0.1 0.237
H -1.1221 -0.8226 0.7062 -0.1 0.6 -0.8 0.369
H -1.7948 -0.2383 -0.8226 -0.2 -0.2 -0.4 0.690
H -1.4359 2.1521 -1.4884 -1.0 0.2 0.2 0.194
H -1.1149 3.2283 -0.0204 0.0 0.2 -0.5 0.442
H 0.1102 2.3283 -0.9893 0.5 0.2 0.6 0.286
H -3.3111 1.0161 0.5632 0.1 -1.4 -1.2 0.395
H -2.8624 2.4033 1.1953 1.8 -0.2 -0.6 0.313
H -2.4039 1.0550 2.0369 0.1 -0.8 0.2 0.366
O -1.7472 -0.0696 -3.3855 0.1 -0.3 -0.3 -0.661
H -0.7982 -0.1066 -3.5771 -0.4 0.3 0.2 0.326
H -1.9208 0.7239 -2.8707 0.3 0.0 -0.1 0.299
O 0.7899 -1.0139 3.2034 -1.0 -0.5 1.8 -0.658
H 1.6142 -0.5489 3.1405 0.1 0.1 -0.3 0.333
H 0.5415 -1.3861 2.3647 0.3 0.1 -0.3 0.265
```
Positions in Å, forces in eV/Å.



| no. | electronic energy (eV) |
| --- | --- |
| 1 | -18341.730 |
| 2 | -33762.930 |
| 3 | -85627.579 |
| 4 | -465270.477 |
| 5 | -60469.454 |
| 6 | -13182.881 |